1.
# C40H52F30NiO22

A structure of composition C40H52F30NiO22 at a distorted geometry (ωB97M-V/def2-TZVPD, the OMol25 dataset).

Values from the calculation:
frontier orbital gap (spin up / spin down)	0.318 / 0.309	Eh
expectation value of S²	2.003
multiplicity	3
HOMO level (spin up / spin down)	-8.928 / -8.783	eV
LUMO level (spin up / spin down)	-0.288 / -0.366	eV

Last column: Mulliken charge in e.
Geometry (Å):
Ni -0.763 -1.056 1.502  1.5646
O -0.202 0.204 0.135  1.1323
H 0.258 1.045 -0.052  -0.7633
O -1.258 -2.446 2.809  -0.2199
H -1.630 -3.134 3.395  -0.1332
C 1.896 -2.401 -2.433  -0.9016
C 2.035 -3.763 -1.745  1.1826
O 2.257 -4.804 -2.703  -0.4799
C 1.273 -5.139 -3.498  0.4225
O 0.125 -4.633 -3.493  -0.5124
C 1.557 -6.279 -4.575  0.7971
F 1.496 -5.709 -5.781  -0.2550
F 2.783 -6.755 -4.473  -0.2588
F 0.734 -7.263 -4.494  -0.2409
H 2.889 -1.992 -2.618  0.3716
H 1.313 -1.794 -1.741  -0.2082
H 1.291 -2.433 -3.340  0.5087
H 1.124 -4.021 -1.203  -0.4140
H 2.953 -3.745 -1.158  -0.0556
C -4.959 -2.930 2.566  -1.2220
C -4.338 -2.041 3.581  0.7465
O -4.627 -0.696 3.295  -0.3050
C -3.867 0.027 2.427  -0.1031
O -2.927 -0.409 1.723  -0.3385
C -4.424 1.482 2.219  0.7761
F -4.703 1.705 0.910  -0.2088
F -5.540 1.684 2.970  -0.2771
F -3.480 2.364 2.561  -0.1831
H -5.923 -2.553 2.226  0.3195
H -5.170 -3.861 3.092  0.4448
H -4.270 -3.260 1.789  0.1023
H -3.293 -2.315 3.722  -0.5637
H -4.713 -2.272 4.578  0.4640
C 3.640 1.565 -2.021  -1.1703
C 2.402 1.607 -2.962  1.0134
O 2.878 1.389 -4.303  -0.2880
C 3.055 2.453 -5.187  0.3087
O 3.019 3.640 -4.814  -0.5333
C 3.322 1.998 -6.662  0.7871
F 4.148 2.872 -7.274  -0.2266
F 3.770 0.708 -6.796  -0.2357
F 2.126 2.028 -7.256  -0.2295
H 4.238 2.466 -2.158  0.3670
H 4.194 0.632 -2.123  0.3641
H 3.417 1.636 -0.956  0.0283
H 2.063 2.638 -2.861  0.1660
H 1.531 1.026 -2.659  -0.3051
C -2.422 4.903 1.452  -0.5854
C -3.293 5.778 0.575  -0.7001
O -2.456 6.367 -0.405  -0.0960
C -3.036 7.101 -1.333  0.2177
O -4.246 7.330 -1.525  -0.5860
C -1.949 7.701 -2.271  0.9598
F -2.105 7.241 -3.520  -0.2438
F -2.030 8.968 -2.154  -0.2436
F -0.738 7.374 -1.802  -0.2264
H -3.052 4.660 2.309  0.4991
H -1.469 5.318 1.781  0.3727
H -2.195 3.972 0.934  -0.1606
H -3.644 6.613 1.182  0.4312
H -4.096 5.188 0.134  0.3375
C 0.694 4.028 -0.210  1.3151
C 2.060 4.676 0.045  -0.7980
O 2.648 5.137 -1.151  -0.1618
C 2.658 6.486 -1.416  0.4030
O 2.259 7.378 -0.646  -0.5867
C 3.237 6.721 -2.840  0.9038
F 3.982 7.808 -2.848  -0.2445
F 4.075 5.617 -3.209  -0.2418
F 2.276 6.836 -3.728  -0.1978
H -0.084 4.741 -0.483  -0.1549
H 0.304 3.487 0.653  -0.2905
H 0.776 3.273 -0.992  -0.6233
H 2.727 3.885 0.386  0.2245
H 2.018 5.403 0.856  0.4500
C -1.392 0.002 7.313  -1.6330
C -1.213 -0.206 5.805  0.7558
O -0.513 0.926 5.444  -0.2919
C -0.380 1.345 4.144  0.1584
O -0.669 0.671 3.147  -0.6102
C 0.392 2.686 4.021  0.9241
F -0.479 3.572 3.409  -0.1715
F 0.825 3.150 5.208  -0.2783
F 1.434 2.515 3.257  -0.1885
H -1.816 0.998 7.436  0.3664
H -0.436 -0.033 7.837  0.3633
H -2.087 -0.742 7.703  0.4326
H -2.231 -0.292 5.427  -0.0516
H -0.662 -1.118 5.577  -0.0832
C -4.629 -1.272 -2.199  -1.4759
C -3.130 -1.499 -1.944  1.3570
O -2.963 -2.909 -1.716  -0.3382
C -1.951 -3.253 -0.849  0.3637
O -1.161 -2.490 -0.204  -0.3303
C -1.906 -4.794 -0.584  0.4500
F -0.687 -5.309 -0.625  -0.1139
F -2.417 -4.998 0.617  -0.2219
F -2.767 -5.395 -1.420  -0.2955
H -4.765 -0.856 -3.197  0.2854
H -4.971 -0.503 -1.506  0.2805
H -5.195 -2.203 -2.165  0.4387
H -2.824 -0.869 -1.109  -0.4005
H -2.446 -1.235 -2.751  -0.2738
C 2.601 -2.184 6.021  -1.5240
C 1.910 -2.470 4.636  1.0717
O 2.820 -2.042 3.664  -0.2591
C 2.438 -1.544 2.437  -0.1326
O 1.298 -1.377 2.045  -0.1720
C 3.645 -1.182 1.550  0.6283
F 3.423 0.058 1.084  -0.1578
F 4.800 -1.281 2.249  -0.2561
F 3.691 -2.006 0.501  -0.1476
H 3.425 -2.874 6.201  0.3930
H 1.928 -2.428 6.843  0.4214
H 2.942 -1.155 6.136  0.3480
H 0.975 -1.911 4.639  -0.6680
H 1.698 -3.501 4.353  -0.1250
C 0.934 -5.114 2.431  -0.4897
C 2.252 -5.839 2.742  -0.5384
O 3.062 -6.093 1.583  -0.2656
C 4.167 -5.329 1.259  0.5415
O 4.629 -4.386 2.007  -0.5899
C 4.975 -5.819 0.014  0.8672
F 5.341 -4.829 -0.732  -0.2104
F 6.104 -6.400 0.438  -0.2809
F 4.308 -6.744 -0.656  -0.2529
H 0.481 -4.710 3.336  0.2391
H 0.224 -5.741 1.893  0.5400
H 1.170 -4.294 1.752  -0.2042
H 1.950 -6.827 3.088  0.3177
H 2.925 -5.408 3.484  0.3694
C -2.342 2.532 -2.216  -1.2325
C -1.237 2.066 -3.147  1.1325
O -1.897 1.231 -4.073  -0.3609
C -1.099 0.553 -4.993  0.2849
O 0.091 0.729 -5.179  -0.4585
C -1.816 -0.612 -5.641  0.9278
F -1.619 -0.715 -6.949  -0.2805
F -1.280 -1.646 -5.095  -0.1811
F -3.166 -0.637 -5.445  -0.2825
H -2.048 2.966 -1.261  0.0214
H -3.176 1.840 -2.100  0.2284
H -2.871 3.387 -2.636  0.5340
H -0.470 1.491 -2.629  -0.8786
H -0.744 2.902 -3.643  0.4571

2.
# C40H52N5O2PRhS2Se

A structure of composition C40H52N5O2PRhS2Se at a distorted geometry (ωB97M-V/def2-TZVPD, the OMol25 dataset).

Values from the calculation:
frontier orbital gap	0.248	Eh
net charge	+1
HOMO level	-10.708	eV
LUMO level	-3.954	eV

Last column: Mulliken charge in e.
Geometry (Å):
Rh -0.880 -1.700 -0.668  -0.1614
C -2.978 0.137 1.072  -2.5992
N -2.630 -1.093 0.372  1.5642
C -3.641 -1.865 0.094  -0.4434
C -3.496 -2.836 -0.911  -0.4826
C -4.369 -3.767 -1.466  -0.8295
C -3.691 -4.336 -2.547  -1.1136
C -2.441 -3.725 -2.601  -0.7312
N -2.306 -2.813 -1.618  0.7205
C -3.407 1.242 0.130  1.2066
C -3.975 2.394 0.674  -0.4370
C -4.471 3.393 -0.144  -0.7312
C -4.410 3.256 -1.526  -0.6928
C -3.842 2.119 -2.075  -0.6902
C -3.343 1.115 -1.250  -0.4612
H -2.148 0.435 1.712  -0.2226
H -3.830 -0.064 1.730  0.8138
H -4.607 -1.699 0.568  0.4844
H -5.374 -3.975 -1.133  0.5410
H -4.063 -5.069 -3.242  0.5055
H -1.683 -3.860 -3.357  0.7414
H -4.046 2.497 1.752  0.4691
H -4.918 4.275 0.295  0.4627
H -4.817 4.026 -2.168  0.4422
H -3.806 1.995 -3.151  0.4880
H -2.951 0.211 -1.703  0.7609
O 4.332 -4.629 0.370  -0.6133
S 4.499 -3.825 -0.805  1.1153
O 5.390 -4.229 -1.842  -0.6497
N 2.969 -3.578 -1.457  -0.4344
C 2.613 -2.353 -1.370  0.0133
S 1.081 -1.763 -2.037  -0.3199
C 3.630 -1.429 -0.774  -0.0372
C 3.579 -0.063 -0.584  1.2631
C 4.666 0.565 0.013  -1.2952
C 5.782 -0.161 0.413  -0.6993
C 5.843 -1.538 0.219  -0.8889
C 4.753 -2.134 -0.375  0.0818
H 2.708 0.491 -0.893  0.4518
H 4.647 1.637 0.164  0.5272
H 6.616 0.349 0.876  0.4555
H 6.709 -2.114 0.517  0.4939
C 1.837 4.751 3.941  -1.3622
C 2.196 3.719 2.878  -0.2663
C 1.549 2.355 3.109  -0.0760
C 0.044 2.321 2.861  -1.5325
N -0.291 2.579 1.458  1.6372
C -0.083 1.728 0.431  -2.2933
Se 0.438 -0.051 0.781  0.3641
N -0.347 2.374 -0.721  1.7848
C -0.169 1.875 -2.093  0.4077
C 0.701 2.797 -2.952  -1.1097
C 2.209 2.617 -2.797  -0.2938
C 2.741 1.455 -3.629  -1.1185
C -0.813 3.655 -0.420  0.4236
C -1.326 4.672 -1.220  -0.6779
C -1.723 5.832 -0.585  -1.2213
C -1.628 5.977 0.804  -0.9339
C -1.146 4.959 1.603  -1.1125
C -0.746 3.793 0.960  0.8494
H 2.360 5.691 3.768  0.4019
H 2.112 4.395 4.935  0.3668
H 0.769 4.977 3.957  0.2184
H 3.279 3.586 2.863  0.5213
H 1.926 4.093 1.884  0.0892
H 1.719 2.034 4.140  0.6456
H 2.017 1.602 2.470  -0.1871
H -0.476 3.078 3.446  0.8671
H -0.367 1.348 3.130  0.2148
H -1.164 1.786 -2.528  -0.0764
H 0.256 0.873 -2.017  -0.5173
H 0.438 3.833 -2.750  0.4763
H 0.430 2.617 -3.996  0.6701
H 2.461 2.504 -1.737  0.0003
H 2.705 3.535 -3.119  0.4301
H 2.226 0.519 -3.400  0.0922
H 3.808 1.297 -3.470  0.3688
H 2.590 1.659 -4.690  0.4588
H -1.441 4.559 -2.287  0.6386
H -2.126 6.644 -1.175  0.4434
H -1.950 6.902 1.262  0.4448
H -1.096 5.070 2.676  0.3689
C -0.178 -6.392 -0.645  -1.5557
C 0.133 -4.958 -1.076  -0.0587
P -0.235 -3.709 0.195  1.3412
C 1.188 -3.888 1.345  -0.8479
C 1.778 -2.710 2.102  -1.0677
C -1.595 -4.357 1.216  -0.9567
C -1.857 -3.545 2.484  -1.3736
H 0.159 -7.075 -1.424  0.4543
H -1.246 -6.555 -0.498  0.3229
H 0.347 -6.666 0.272  0.3705
H -0.391 -4.695 -1.984  0.0855
H 1.191 -4.844 -1.301  0.4690
H 1.973 -4.383 0.776  0.7748
H 0.813 -4.628 2.059  0.8950
H 2.169 -1.954 1.425  -0.2402
H 2.618 -3.063 2.700  0.5192
H 1.057 -2.238 2.771  0.3605
H -1.270 -5.362 1.493  0.7628
H -2.486 -4.466 0.598  0.4308
H -1.010 -3.600 3.169  0.3359
H -2.725 -3.945 3.008  0.4079
H -2.042 -2.495 2.270  0.0962

3.
# C40H53F27O26S2

A structure of composition C40H53F27O26S2 at a distorted geometry (ωB97M-V/def2-TZVPD, the OMol25 dataset).

Values from the calculation:
frontier orbital gap	0.399	Eh
HOMO level	-10.921	eV
LUMO level	-0.052	eV

Last column: Mulliken charge in e.
Geometry (Å):
C 0.645 -2.923 2.815  -0.8808
C 0.706 -1.427 3.463  -0.1353
O -0.349 -1.296 4.349  -0.0083
C -0.320 -1.683 5.678  0.2146
O 0.605 -2.349 6.074  -0.5103
C -1.433 -1.207 6.573  0.7194
F -2.361 -0.552 5.925  -0.1490
F -2.032 -2.305 7.249  -0.2778
F -1.079 -0.363 7.601  -0.2712
H 1.517 -3.067 2.177  0.3045
H -0.340 -3.086 2.378  -0.0071
H 0.642 -3.675 3.604  0.6788
H 0.653 -0.679 2.672  -0.1596
H 1.606 -1.305 4.067  0.4542
C 5.376 -2.866 -7.631  -1.0144
C 5.738 -1.418 -7.383  -0.2592
O 4.827 -0.744 -6.525  -0.3196
C 5.060 -0.738 -5.215  -0.0527
O 6.033 -1.358 -4.647  -0.5558
C 4.113 0.004 -4.359  1.3704
F 4.304 -0.274 -3.029  -0.2095
F 4.251 1.331 -4.539  -0.2964
F 2.861 -0.301 -4.698  -0.2671
H 5.097 -3.358 -6.699  0.2888
H 6.194 -3.467 -8.028  0.3385
H 4.538 -3.025 -8.309  0.2951
H 5.715 -0.811 -8.288  0.3608
H 6.789 -1.230 -7.165  0.3396
C 4.698 -2.606 -0.650  -0.4303
C 5.900 -3.462 -1.163  -0.5306
O 6.038 -4.760 -0.562  -0.3024
C 6.660 -4.952 0.529  0.4179
O 7.287 -4.126 1.217  -0.5746
C 6.608 -6.352 1.008  0.8465
F 5.727 -7.124 0.309  -0.2501
F 7.785 -6.972 0.842  -0.2534
F 6.307 -6.391 2.321  -0.2406
H 4.759 -1.601 -1.069  -0.0078
H 4.846 -2.543 0.428  0.4040
H 3.725 -3.037 -0.883  0.2489
H 6.874 -2.974 -1.128  0.4146
H 5.756 -3.650 -2.227  0.2674
C 3.116 3.071 4.597  -0.9152
C 1.993 4.086 4.210  -0.4077
O 1.615 3.992 2.798  -0.0854
C 0.488 4.611 2.398  0.1758
O -0.272 5.268 3.083  -0.5976
C 0.261 4.424 0.906  0.9810
F -0.884 5.165 0.613  -0.3128
F 1.252 4.988 0.225  -0.2603
F 0.156 3.137 0.646  -0.1820
H 4.041 3.140 4.024  0.1577
H 2.771 2.043 4.487  0.1653
H 3.195 3.363 5.644  0.4123
H 2.432 5.031 4.527  0.2984
H 1.103 3.951 4.825  0.4403
C 3.828 1.671 0.200  -0.3237
C 4.052 3.048 -0.377  -0.4681
O 4.247 3.979 0.647  -0.1725
C 5.413 4.548 0.906  0.4116
O 6.429 4.312 0.267  -0.5463
C 5.454 5.470 2.132  0.8674
F 4.219 5.992 2.311  -0.2356
F 5.764 4.805 3.240  -0.2408
F 6.315 6.476 1.897  -0.2455
H 4.656 1.506 0.890  0.4118
H 3.906 0.914 -0.580  -0.1006
H 2.872 1.663 0.723  0.0382
H 3.092 3.265 -0.844  0.1468
H 4.852 2.959 -1.112  0.4636
C -3.043 7.114 -1.829  -1.5460
C -2.946 5.667 -1.483  0.5239
O -4.114 4.990 -1.898  -0.3077
C -4.091 3.618 -1.859  0.3188
O -3.040 2.922 -1.620  -0.3380
C -5.540 2.974 -2.263  0.7454
F -6.595 3.627 -1.789  -0.2637
F -5.676 3.000 -3.594  -0.2669
F -5.571 1.748 -1.791  -0.1262
H -3.879 7.430 -1.206  0.3817
H -3.195 7.240 -2.901  0.3682
H -2.116 7.613 -1.545  0.3848
H -2.733 5.524 -0.423  0.0059
H -2.105 5.330 -2.090  0.1890
C 0.449 -5.304 0.395  -1.1074
C -0.489 -5.932 1.420  -0.1259
O -1.601 -6.507 0.720  -0.2698
C -2.767 -5.857 0.628  0.4642
O -3.068 -4.891 1.383  -0.5648
C -3.691 -6.421 -0.415  0.8026
F -3.110 -7.445 -1.073  -0.2629
F -4.798 -6.952 0.164  -0.2764
F -4.030 -5.418 -1.258  -0.1488
H 1.374 -4.980 0.874  0.4083
H 0.164 -4.439 -0.204  0.2261
H 0.904 -5.962 -0.345  0.4458
H -0.683 -5.127 2.129  0.1366
H -0.037 -6.652 2.102  0.3501
C -4.157 6.718 3.347  -1.1414
C -4.792 5.401 3.056  -0.3139
O -3.794 4.395 2.820  -0.0686
C -4.326 3.132 2.577  -0.4799
O -5.459 2.840 2.925  -0.5618
C -3.340 2.249 1.841  1.4358
F -2.724 1.442 2.732  -0.2472
F -4.101 1.580 0.992  -0.1661
F -2.396 2.789 1.087  -0.0343
H -4.828 7.548 3.566  0.4023
H -3.465 6.884 2.521  0.2169
H -3.641 6.581 4.297  0.3029
H -5.400 5.472 2.155  0.3330
H -5.457 5.086 3.860  0.3312
C -1.975 -3.894 -3.668  -0.9766
C -3.380 -3.324 -3.975  -0.1732
O -3.378 -1.854 -4.202  -0.1692
C -4.531 -1.171 -4.429  0.0829
O -5.640 -1.665 -4.408  -0.5625
C -4.298 0.213 -4.867  1.1669
F -5.469 0.868 -5.301  -0.2600
F -3.720 0.843 -3.897  -0.2558
F -3.412 0.221 -5.895  -0.2662
H -1.949 -4.951 -3.404  0.3866
H -1.547 -3.441 -2.773  0.0161
H -1.324 -3.564 -4.478  0.3900
H -4.118 -3.462 -3.185  0.2966
H -3.643 -3.819 -4.910  0.3403
C -5.665 -1.000 2.330  -0.2657
C -4.245 -1.481 2.786  0.0378
O -3.691 -1.993 1.664  0.1336
S -4.767 -2.314 0.514  0.4603
O -5.459 -3.558 0.762  -0.5561
O -4.145 -2.156 -0.801  -0.0610
O -5.644 -1.019 0.948  -0.3294
H -5.678 0.068 2.548  0.1549
H -6.506 -1.611 2.657  0.3652
H -4.350 -2.252 3.549  0.1846
H -3.523 -0.746 3.141  -0.0978
C -1.129 0.324 -1.094  -0.2902
C -0.669 -0.262 0.287  -0.1358
O 0.617 -0.700 0.025  -0.0486
S 0.907 -1.107 -1.606  0.8688
O 1.000 -2.576 -1.772  -0.5957
O 1.957 -0.266 -2.212  -0.4489
O -0.659 -0.634 -1.989  -0.1214
H -0.667 1.290 -1.299  0.1473
H -2.193 0.392 -1.323  0.2536
H -1.229 -1.043 0.801  0.1695
H -0.657 0.456 1.107  0.1272

Calculated values (kJ/mol) of relative energy (zero: lowest compared OMol25 entry of this formula, charge and spin) for the records, taken in order: 14.9, 43.8, 567.2.
Calculated values (Eh) of DFT total energy for the records, taken in order: -7714.93766, -5629.27100, -7004.88043.